No. 1
The following is a quantum chemistry calculation of the molecule C5H10O at a distorted geometry, from the Open Molecules 2025 dataset.

Last column: Mulliken charge in e.
Atoms and positions in Å:
C  -1.6745  0.5332  -0.4381  -0.96
C  -0.6853  -0.2867  -0.1847  0.84
C  -0.7670  -1.5857  0.4448  -1.35
C  1.3147  1.0648  0.3941  -1.01
C  0.7453  0.2572  -0.7638  -0.01
O  1.5889  -0.7070  -1.4351  -0.56
H  -1.3489  1.5781  -0.6511  0.22
H  -2.7173  0.3294  -0.1902  0.32
H  -1.7300  -2.0234  0.7031  0.39
H  -0.3071  -2.3533  -0.2639  0.26
H  -0.0802  -1.5336  1.2392  0.31
H  0.5022  1.7510  0.6569  0.37
H  1.5977  0.3886  1.2101  0.29
H  2.2184  1.7000  0.0671  0.27
H  0.5554  0.9468  -1.6154  0.30
H  1.7397  -1.5518  -0.9592  0.31

Properties
energy above the lowest of the compared OMol25 structures with the same formula, charge and spin: 1.765 eV
lowest unoccupied orbital energy: 0.86 eV
max |F|: 3.3 eV Å⁻¹
energy: -271.68774 Ha

No. 2
The following is a quantum chemistry calculation of a structure of composition C72H152N8O8 at a distorted geometry, from the Open Molecules 2025 dataset.

Last column: Mulliken charge in e.
Atoms and positions in Å:
C  -3.4371  -3.3663  3.1114  -0.79
C  -3.5399  -4.3496  1.9370  1.09
C  -3.8443  -3.6585  0.5961  -0.07
C  -2.6865  -2.8945  0.0574  -1.20
C  -1.5259  -3.8601  -0.2629  -0.36
C  -1.1188  -4.6669  0.9632  2.05
N  -2.3358  -5.2292  1.6332  0.14
O  -2.1095  -6.1068  2.5810  -0.49
C  -0.3496  -5.8045  0.2862  -1.87
C  -0.2895  -3.7466  1.9419  -2.37
C  -4.6836  -5.3129  2.2383  -2.08
H  -2.7003  -2.6042  2.8574  -0.47
H  -3.2122  -4.0019  3.9679  0.63
H  -4.2260  -2.6612  3.3733  0.61
H  -4.1439  -4.3559  -0.1862  0.54
H  -4.7768  -3.1111  0.7331  0.46
H  -2.4561  -2.0292  0.6789  -0.53
H  -3.0136  -2.4631  -0.8887  0.51
H  -0.6751  -3.3047  -0.6574  1.39
H  -1.9330  -4.4473  -1.0861  0.47
H  0.5727  -5.3943  -0.1251  0.66
H  -0.1386  -6.4828  1.1129  0.97
H  -0.8449  -6.5090  -0.3820  0.10
H  -0.0923  -4.1428  2.9380  0.90
H  0.6851  -3.5287  1.5052  0.65
H  -0.7714  -2.7951  2.1669  0.83
H  -4.4676  -5.7290  3.2224  0.49
H  -4.7681  -6.2027  1.6145  0.40
H  -5.6509  -4.8129  2.2884  0.36
H  -2.1106  -6.9674  2.1556  0.41
C  -8.2219  0.0284  -1.3619  -1.87
C  -7.1212  -0.5478  -0.3614  1.53
C  -6.3292  -1.5254  -1.2263  -2.27
C  -4.9193  -1.8806  -0.7702  0.22
C  -4.1286  -0.6150  -0.4300  0.46
C  -4.8692  0.4120  0.5607  1.55
N  -6.2316  0.5984  0.0277  0.70
O  -6.9582  1.7201  0.5807  -0.51
C  -4.8597  -0.2486  1.9835  -1.03
C  -4.1359  1.7156  0.4625  -1.74
C  -7.8186  -1.2884  0.8030  -1.70
H  -8.9462  0.5173  -0.7104  0.37
H  -8.5628  -0.8153  -1.9620  0.43
H  -7.7183  0.8347  -1.8950  0.41
H  -6.9086  -2.4465  -1.1629  0.54
H  -6.3228  -1.1607  -2.2534  0.45
H  -4.3926  -2.4031  -1.5687  1.14
H  -4.9772  -2.5594  0.0807  -1.60
H  -3.9541  -0.1740  -1.4115  1.05
H  -3.2277  -1.0419  0.0107  -0.86
H  -4.0457  0.1586  2.5832  0.10
H  -5.7329  0.1287  2.5157  0.80
H  -4.8090  -1.3368  2.0183  -0.84
H  -3.8903  1.9376  -0.5759  0.10
H  -4.7178  2.5685  0.8120  0.90
H  -3.2137  1.7060  1.0435  0.07
H  -8.4322  -2.0704  0.3557  0.42
H  -8.4057  -0.5057  1.2834  0.43
H  -7.2100  -1.6371  1.6373  0.22
H  -6.7089  2.3521  -0.0976  0.34
C  -2.6588  -2.0876  5.8364  -1.05
C  -1.3613  -1.3987  6.5155  1.62
C  -0.0925  -2.3116  6.5897  -1.95
C  0.6108  -2.5769  5.2708  0.22
C  0.9731  -1.2675  4.5846  -1.16
C  -0.1720  -0.2493  4.4458  0.61
N  -0.9442  -0.2202  5.6684  0.48
O  -1.8529  0.7755  5.6054  -0.47
C  0.5487  1.1030  4.0850  -1.65
C  -1.0085  -0.6365  3.2137  -0.85
C  -1.7147  -0.9930  7.9176  -2.17
H  -3.4264  -1.3548  5.5878  0.40
H  -3.1632  -2.8412  6.4412  0.56
H  -2.2971  -2.5642  4.9253  -0.64
H  0.5342  -2.1318  7.4633  0.33
H  -0.5642  -3.2448  6.8975  0.63
H  -0.0788  -3.1243  4.6281  -0.47
H  1.5467  -3.0846  5.5041  0.53
H  1.4291  -1.4841  3.6186  0.05
H  1.7465  -0.8738  5.2441  0.88
H  -0.1895  1.7792  3.6536  -0.08
H  1.1664  1.5342  4.8728  0.89
H  1.2502  0.9784  3.2601  0.02
H  -1.4861  -1.5877  3.4487  -0.29
H  -1.8659  -0.0200  2.9438  0.56
H  -0.4434  -0.7294  2.2862  -0.59
H  -2.5657  -0.3124  7.9437  0.39
H  -0.9143  -0.4520  8.4224  0.47
H  -1.9347  -1.8425  8.5642  0.39
H  -1.4126  1.4840  6.0805  0.40
C  0.3118  1.3165  -3.8106  -1.12
C  1.1716  0.8019  -5.0277  1.55
C  2.1161  2.0361  -5.3312  -2.22
C  3.3503  2.2860  -4.4556  -0.13
C  4.1697  0.9797  -4.2684  -0.44
C  3.2695  -0.3055  -3.8523  1.98
N  2.0512  -0.3968  -4.7624  0.10
O  1.2792  -1.5635  -4.4976  0.37
C  4.2208  -1.5068  -4.0404  -0.40
C  2.9757  -0.0930  -2.2668  -1.53
C  0.2840  0.6359  -6.2768  -1.50
H  -0.2496  0.4510  -3.4585  0.24
H  -0.3887  2.1313  -3.9935  0.82
H  0.9788  1.7732  -3.0794  -0.29
H  2.4828  1.8265  -6.3360  0.52
H  1.4911  2.9287  -5.3581  0.40
H  2.9200  2.6954  -3.5416  -0.44
H  4.1024  3.0044  -4.7818  1.08
H  4.8070  1.2140  -3.4157  -0.97
H  4.7014  0.8590  -5.2122  0.65
H  3.7110  -2.4595  -3.8974  -0.59
H  4.4839  -1.5471  -5.0974  0.51
H  5.0024  -1.4319  -3.2843  0.47
H  2.2732  -0.8585  -1.9374  -0.11
H  3.8999  -0.1677  -1.6937  0.53
H  2.6252  0.9295  -2.1268  0.84
H  -0.7112  1.0534  -6.1237  0.36
H  -0.0044  -0.4086  -6.3952  0.24
H  0.6470  0.9887  -7.2421  0.35
H  1.8975  -2.2345  -4.7961  -1.14
C  -0.0358  -2.7013  -2.7049  0.06
C  0.6274  -4.1284  -2.7434  2.25
C  -0.4940  -5.0506  -3.1677  -0.35
C  -0.7796  -4.9840  -4.6423  -1.02
C  0.4402  -5.1362  -5.5348  -1.40
C  1.6060  -4.2299  -5.1562  2.85
N  1.7916  -4.2057  -3.6473  -0.54
O  2.8281  -3.3599  -3.3535  -0.44
C  2.9421  -4.8857  -5.6642  -2.04
C  1.4268  -2.9027  -5.8180  -1.81
C  1.1743  -4.5535  -1.4460  -1.33
H  -0.8620  -2.7425  -1.9952  -0.39
H  -0.3962  -2.4335  -3.6981  0.69
H  0.7187  -2.0077  -2.3337  0.05
H  -0.1758  -6.0800  -3.0026  0.74
H  -1.4543  -4.7666  -2.7372  -0.40
H  -1.3217  -4.0574  -4.8312  0.31
H  -1.4577  -5.7964  -4.9033  0.53
H  0.1327  -5.0278  -6.5749  0.49
H  0.7134  -6.1698  -5.3223  0.43
H  2.7294  -5.3261  -6.6383  0.48
H  3.6828  -4.1005  -5.8158  0.42
H  3.3273  -5.7349  -5.0998  0.34
H  0.6343  -2.2909  -5.3868  -0.11
H  2.2709  -2.2546  -5.5824  0.54
H  1.4816  -2.9135  -6.9065  0.47
H  1.5502  -3.6465  -0.9724  0.00
H  2.0281  -5.2207  -1.5639  0.78
H  0.3240  -4.9780  -0.9123  -0.96
H  3.5775  -3.9319  -3.1727  0.44
C  6.7336  1.6900  -1.8846  -1.95
C  5.5308  2.3737  -1.1046  1.74
C  6.1046  2.7794  0.2352  -1.96
C  5.1538  3.7019  1.0748  -0.67
C  4.7345  4.9128  0.2584  0.17
C  4.1359  4.5550  -1.1055  0.27
N  5.0337  3.6285  -1.8234  -0.44
O  4.7437  3.2193  -3.1239  0.04
C  2.6735  4.1099  -0.9207  -0.33
C  4.2449  5.8968  -1.9568  -1.61
C  4.4301  1.2991  -0.8869  -0.64
H  7.4246  2.4723  -2.1990  0.53
H  6.4131  1.1392  -2.7688  0.06
H  7.2589  0.9730  -1.2537  0.36
H  6.2025  1.8398  0.7790  0.61
H  7.1094  3.1753  0.0876  0.36
H  5.5361  4.0386  2.0384  0.49
H  4.3431  3.0698  1.4370  0.00
H  5.5214  5.6617  0.3486  0.39
H  3.9945  5.4071  0.8878  -0.26
H  1.9642  4.9308  -0.8157  0.67
H  2.2076  3.6858  -1.8102  0.26
H  2.4238  3.4705  -0.0740  0.45
H  3.6764  5.8273  -2.8842  0.37
H  3.9264  6.7335  -1.3350  0.25
H  5.2769  6.2025  -2.1294  0.47
H  3.9452  1.0285  -1.8249  -0.33
H  3.6917  1.5528  -0.1263  -0.81
H  4.8128  0.3872  -0.4288  1.40
H  5.4488  3.5605  -3.6789  0.31
C  -0.9627  6.9482  3.9719  -2.03
C  -0.2950  5.7436  3.2936  1.89
C  -1.1629  5.2192  2.1557  -2.16
C  -0.4503  4.3127  1.2017  0.11
C  0.7030  5.0685  0.5526  -0.07
C  1.7850  5.5120  1.6860  1.11
N  1.0986  6.1916  2.8753  0.69
O  1.8949  6.8677  3.8470  -0.49
C  2.6018  4.3218  2.1496  0.37
C  2.7111  6.5396  0.8952  -1.50
C  -0.0615  4.5790  4.1279  -1.82
H  -0.3848  7.4937  4.7179  0.38
H  -1.9195  6.7754  4.4645  0.35
H  -1.2076  7.6592  3.1828  0.45
H  -2.0344  4.6530  2.4841  0.65
H  -1.5089  6.1337  1.6741  0.56
H  -1.2320  4.0543  0.4874  0.76
H  -0.1994  3.3371  1.6182  0.31
H  0.3913  5.9369  -0.0278  1.01
H  1.1088  4.4070  -0.2127  -0.90
H  2.7878  4.4174  3.2194  0.55
H  2.2770  3.3074  1.9183  -0.39
H  3.5581  4.3949  1.6317  -1.46
H  3.2659  6.0323  0.1060  -0.38
H  2.0826  7.3375  0.4996  0.42
H  3.3468  6.8952  1.7062  0.55
H  -0.9172  4.1430  4.6434  0.27
H  0.5697  4.9388  4.9405  0.55
H  0.5712  3.8149  3.6762  0.13
H  1.6874  7.7684  3.5875  0.36
C  0.4774  -1.6952  1.1796  -1.81
C  -0.1593  -0.8918  -0.0351  0.60
C  -1.5498  -0.3180  0.3266  -0.08
C  -1.5067  0.8635  1.2544  -1.13
C  -0.6881  1.9539  0.5878  -2.43
C  0.7530  1.4982  0.1016  3.61
N  0.6848  0.1829  -0.5599  1.16
O  1.8914  -0.3302  -0.9877  0.36
C  1.0802  2.5946  -1.0265  -0.76
C  1.7759  1.5069  1.1943  -0.74
C  -0.4445  -1.8664  -1.2152  -1.10
H  0.7832  -1.0264  1.9842  -0.06
H  1.3652  -2.1717  0.7638  0.50
H  -0.1460  -2.4362  1.6799  0.15
H  -2.1276  -0.1061  -0.5731  0.85
H  -2.0096  -1.1323  0.8866  1.40
H  -0.9662  0.6936  2.1856  -0.38
H  -2.4820  1.2278  1.5770  -0.09
H  -0.5638  2.7869  1.2796  -0.46
H  -1.2163  2.4723  -0.2124  0.78
H  0.8972  3.5551  -0.5449  -0.44
H  2.1019  2.6409  -1.4033  -0.28
H  0.4187  2.4383  -1.8787  -0.19
H  2.7695  1.2929  0.8006  -0.21
H  1.8344  2.4289  1.7729  -0.11
H  1.5986  0.7012  1.9066  -0.08
H  -1.2953  -2.4994  -0.9631  -0.12
H  0.4564  -2.4795  -1.2365  -0.84
H  -0.5880  -1.3891  -2.1846  -0.62
H  1.9089  -0.0909  -1.9172  -0.43

Properties
energy above the lowest of the compared OMol25 structures with the same formula, charge and spin: 75.853 eV
lowest unoccupied orbital energy: 0.49 eV
max |F|: 19.3 eV Å⁻¹
energy: -3871.41154 Ha

No. 3
The following is a quantum chemistry calculation of the molecule C18H13BrN2O5 at a distorted geometry, from the Open Molecules 2025 dataset.

Last column: Mulliken charge in e.
Atoms and positions in Å:
O  2.2921  1.8381  0.6833  -0.59
C  1.3769  1.8402  1.4567  0.56
O  0.1929  2.4138  1.2459  -0.34
C  -0.0772  2.8764  -0.0819  -0.79
C  -0.7337  1.7618  -0.8591  0.84
C  -0.0442  0.6337  -1.2102  -0.42
C  -0.6990  -0.4623  -1.8404  0.00
O  -0.2312  -1.5270  -2.1752  -0.69
N  -2.1028  -0.2151  -2.0863  0.12
C  -2.8152  -1.1995  -2.6909  -0.20
C  -4.1344  -1.0385  -2.9686  -0.23
C  -4.7902  0.1682  -2.6277  -0.15
C  -4.0750  1.1482  -2.0197  -0.75
C  -2.6927  0.9803  -1.7238  0.46
N  -2.0392  1.9384  -1.1214  -0.59
H  -4.5162  2.0882  -1.7336  0.49
H  -5.8379  0.2880  -2.8542  0.47
Br  -5.0983  -2.4301  -3.8152  -0.20
H  -2.2489  -2.0916  -2.9246  0.53
H  1.0083  0.5190  -1.0092  0.68
H  -0.7673  3.7142  0.0176  0.29
H  0.8603  3.1863  -0.5545  0.39
C  1.3909  1.1279  2.8168  0.02
C  0.2373  0.1103  2.8170  -0.68
H  -0.7321  0.6055  2.7480  0.46
O  0.3531  -0.7226  1.6899  -0.39
C  1.6412  -1.1721  1.4752  0.72
C  1.8336  -2.1991  0.5609  -0.54
C  3.1021  -2.6989  0.3397  -0.69
C  4.1847  -2.1845  1.0354  -0.47
C  4.0061  -1.1415  1.9234  -0.86
C  2.7389  -0.6179  2.1370  0.67
O  2.6044  0.4521  2.9991  -0.49
H  4.8345  -0.7021  2.4551  0.45
H  5.1741  -2.5831  0.8728  0.38
H  3.2423  -3.4938  -0.3758  0.41
H  0.9779  -2.5794  0.0269  0.38
H  0.2926  -0.4823  3.7409  0.31
H  1.2912  1.8507  3.6305  0.41

Properties
lowest unoccupied orbital energy: -0.26 eV
max |F|: 1.1 eV Å⁻¹
energy: -3753.47031 Ha

What is the max |F| in the third record? 1.1 eV Å⁻¹